{"formula": "C3H4FN", "method": "ωB97M-V/def2-TZVPD", "smiles": "C=CF.C#N", "relative_energy_kcal_mol": 30.4, "species": ["C", "C", "F", "H", "H", "H", "C", "N", "H"], "xyz": [[-1.02564, 0.55678, 0.20126], [-0.99863, -0.21466, 1.31237], [-1.63444, -1.34499, 1.13185], [-0.34682, 1.43352, -0.01451], [-1.67184, 0.16066, -0.53825], [-0.46538, -0.13967, 2.23784], [2.01367, -0.16927, -1.42132], [2.24534, 0.70522, -2.09867], [1.88373, -0.98760, -0.81056]], "atomic_forces_ev_per_a": [[1.90, 0.73, 1.97], [0.80, 2.15, -2.92], [-1.26, -2.03, 0.99], [-1.25, -0.99, 0.60], [-0.31, -0.02, -0.96], [0.14, 0.16, 0.32], [0.10, -0.27, 0.16], [0.25, 1.52, -1.13], [-0.37, -1.25, 0.97]], "lowdin_charge": [0.01, -0.24, 0.01, 0.08, 0.05, 0.10, -0.09, 0.06, 0.03]}

{"formula": "C32H80Cl2O15Si2", "method": "ωB97M-V/def2-TZVPD", "total_energy_ha": -3895.3249, "species": ["C", "C", "Cl", "C", "Cl", "Si", "O", "Si", "O", "O", "C", "O", "C", "C", "C", "C", "C", "C", "H", "H", "H", "H", "H", "H", "H", "H", "H", "H", "H", "H", "H", "H", "C", "C", "O", "H", "H", "H", "H", "H", "H", "C", "C", "O", "H", "H", "H", "H", "H", "H", "C", "C", "O", "H", "H", "H", "H", "H", "H", "C", "C", "O", "H", "H", "H", "H", "H", "H", "C", "C", "O", "H", "H", "H", "H", "H", "H", "C", "C", "O", "H", "H", "H", "H", "H", "H", "C", "C", "O", "H", "H", "H", "H", "H", "H", "C", "C", "O", "H", "H", "H", "H", "H", "H", "C", "C", "O", "H", "H", "H", "H", "H", "H", "C", "C", "O", "H", "H", "H", "H", "H", "H", "C", "C", "O", "H", "H", "H", "H", "H", "H"], "xyz": [[-0.95691, -0.27247, -0.28629], [-2.09961, 0.34753, -1.09099], [-3.62094, -0.62101, -0.81945], [-1.85404, 0.44632, -2.58260], [-1.78106, -1.15826, -3.37615], [-0.35152, 1.45666, -3.13976], [0.98947, 1.28147, -2.18683], [2.29128, 0.38250, -2.57635], [3.15972, 0.11769, -1.22861], [1.77860, -1.02784, -3.33118], [1.78089, -2.26246, -2.76682], [1.59284, -2.43731, -1.59060], [2.01766, -3.35025, -3.76354], [3.23908, -4.01954, -3.79016], [3.45045, -5.02960, -4.71400], [2.44920, -5.38107, -5.60970], [1.22705, -4.71454, -5.57477], [1.00844, -3.69883, -4.65645], [-0.17844, -0.68072, -0.92602], [-0.52012, 0.48102, 0.37071], [-1.32400, -1.07825, 0.34400], [-2.35872, 1.33884, -0.71857], [-2.71058, 0.96698, -3.02129], [-0.08314, 1.08908, -4.54152], [-0.72763, 2.88384, -3.11191], [3.09482, 1.08484, -3.57548], [3.69816, -0.67596, -1.19858], [4.02186, -3.75275, -3.09079], [4.40477, -5.53906, -4.73790], [2.61792, -6.16356, -6.33834], [0.43466, -4.97995, -6.26402], [0.05698, -3.18217, -4.63781], [0.48338, 4.68268, 0.90127], [-0.40640, 4.34619, -0.28052], [-1.53439, 3.56282, 0.11139], [0.83231, 3.76892, 1.38446], [1.34910, 5.26744, 0.58664], [-0.06785, 5.26550, 1.64271], [0.14344, 3.75381, -1.01174], [-0.74248, 5.26085, -0.77318], [-2.07101, 4.07556, 0.72969], [5.06182, 3.04180, -6.52499], [4.50036, 1.64019, -6.37728], [3.07844, 1.62425, -6.32816], [4.72247, 3.67379, -5.70389], [6.15253, 3.02833, -6.52822], [4.72648, 3.49620, -7.46034], [4.82678, 1.19527, -5.43772], [4.85631, 0.99944, -7.19130], [2.74462, 1.99448, -7.15081], [-2.60829, -4.64702, 1.04477], [-3.03136, -5.26913, -0.27161], [-3.99138, -4.47801, -0.96609], [-3.47882, -4.49397, 1.68480], [-1.88751, -5.27174, 1.57083], [-2.14436, -3.67220, 0.87538], [-3.50830, -6.23549, -0.10819], [-2.15314, -5.43177, -0.90744], [-3.58496, -3.61861, -1.12369], [0.47224, -4.55372, 5.45275], [-0.03988, -5.60155, 4.48399], [0.03768, -5.17833, 3.12653], [-0.08455, -3.62375, 5.33581], [0.37308, -4.89046, 6.48624], [1.52769, -4.33834, 5.26633], [-1.09559, -5.80342, 4.66333], [0.50807, -6.54131, 4.61714], [0.96012, -5.00033, 2.91951], [-5.39473, 2.51903, 0.38131], [-5.06731, 3.39420, 1.57015], [-4.08379, 4.38025, 1.23614], [-4.49104, 2.03289, 0.01745], [-6.12036, 1.75295, 0.65246], [-5.80845, 3.11336, -0.43841], [-4.63959, 2.79841, 2.37369], [-5.96676, 3.88052, 1.95314], [-4.43920, 4.93033, 0.53190], [-1.82752, -5.97971, 9.48896], [-0.60670, -6.83459, 9.22690], [0.60083, -6.06704, 9.34425], [-1.86434, -5.15114, 8.78302], [-2.75431, -6.54905, 9.41090], [-1.78151, -5.55252, 10.49365], [-0.61738, -7.22552, 8.21066], [-0.55840, -7.68549, 9.91276], [0.66517, -5.78212, 10.26229], [-9.77070, 2.02116, 3.40970], [-8.50594, 1.21472, 3.18463], [-7.33254, 2.02283, 3.20923], [-9.85893, 2.80571, 2.65785], [-10.65448, 1.38442, 3.35563], [-9.75636, 2.49717, 4.39306], [-8.51720, 0.75103, 2.19912], [-8.42686, 0.41506, 3.92840], [-7.27380, 2.43830, 4.07509], [2.65208, 8.34471, -2.27305], [1.90942, 7.02585, -2.19456], [0.55466, 7.18918, -1.77794], [2.63690, 8.84452, -1.30342], [3.68992, 8.19033, -2.57170], [2.18721, 9.00281, -3.00778], [2.36167, 6.36330, -1.45711], [1.94131, 6.51672, -3.16446], [0.11837, 7.76177, -2.41614], [1.61298, -2.16340, 8.10670], [0.51708, -2.07551, 9.15149], [-0.40936, -3.14877, 9.03314], [1.17368, -2.17699, 7.10941], [2.30063, -1.31916, 8.17535], [2.18595, -3.08527, 8.23162], [-0.06875, -1.16586, 9.02519], [0.95294, -2.05593, 10.15729], [0.07241, -3.98200, 9.12713], [6.52177, -4.81710, -1.14055], [6.31578, -5.89933, -2.18411], [6.73326, -5.47777, -3.48123], [5.97654, -3.91415, -1.41810], [6.17562, -5.14467, -0.15972], [7.57924, -4.55559, -1.05764], [5.25822, -6.14527, -2.27484], [6.85171, -6.81000, -1.89776], [7.66808, -5.25762, -3.42714], [0.94646, 9.76548, -7.45572], [0.81521, 9.68299, -5.94726], [2.05758, 9.88055, -5.27786], [1.66837, 9.03146, -7.81367], [-0.01188, 9.57992, -7.94192], [1.29378, 10.75569, -7.75932], [0.48002, 8.68981, -5.64849], [0.07589, 10.40813, -5.59027], [2.38362, 10.75648, -5.50606]], "atomic_forces_ev_per_a": [[-0.07, 0.08, 0.20], [-0.06, -0.43, 0.14], [-0.08, 0.10, 0.03], [-0.03, 0.40, 0.03], [0.11, -0.19, 0.00], [-0.28, 0.52, -0.02], [-0.06, -0.27, -0.31], [0.04, 0.17, -0.10], [0.00, -0.04, -0.02], [0.38, -0.12, 0.21], [-0.33, 0.08, 0.18], [0.28, 0.00, -0.27], [-0.03, -0.10, -0.10], [-0.25, 0.11, 0.09], [0.06, -0.13, -0.13], [-0.20, 0.20, 0.06], [0.09, -0.09, 0.00], [0.13, 0.03, -0.02], [-0.02, -0.05, 0.01], [0.08, 0.01, -0.11], [0.01, -0.01, 0.00], [0.16, 0.04, -0.05], [0.00, -0.14, -0.12], [0.11, -0.10, 0.03], [-0.04, -0.01, 0.12], [-0.05, -0.04, -0.07], [-0.03, -0.05, 0.18], [0.01, 0.01, 0.00], [0.05, 0.02, 0.01], [0.01, -0.01, 0.04], [0.06, -0.03, 0.00], [0.04, 0.05, 0.03], [-0.02, -0.07, 0.03], [-0.19, 0.04, 0.19], [0.28, -0.12, -0.13], [0.02, 0.00, -0.01], [-0.01, 0.02, -0.01], [0.01, 0.04, -0.01], [-0.01, -0.02, 0.00], [0.09, 0.02, -0.05], [-0.24, -0.12, -0.07], [-0.09, 0.02, 0.03], [-0.03, 0.01, -0.06], [0.02, 0.04, 0.03], [0.02, 0.00, 0.01], [0.01, -0.01, -0.01], [0.03, -0.01, -0.02], [0.02, -0.02, 0.00], [0.03, -0.02, 0.03], [-0.02, -0.01, -0.01], [-0.14, 0.03, -0.02], [0.04, 0.08, -0.03], [0.11, -0.02, 0.04], [0.00, -0.01, 0.01], [0.03, 0.01, -0.01], [0.04, -0.01, 0.00], [0.00, -0.02, 0.00], [0.00, -0.06, 0.01], [-0.10, 0.10, -0.04], [-0.02, 0.05, -0.07], [0.06, 0.01, -0.02], [0.03, -0.03, 0.08], [-0.03, -0.01, 0.02], [0.01, 0.00, 0.01], [0.01, -0.03, 0.03], [-0.01, -0.02, 0.01], [-0.04, -0.02, 0.02], [0.00, 0.03, -0.03], [0.04, 0.01, -0.05], [-0.03, 0.06, -0.15], [0.09, 0.13, 0.18], [-0.01, -0.05, -0.01], [0.00, 0.00, 0.01], [-0.04, 0.00, 0.03], [0.03, 0.04, 0.03], [0.00, -0.02, 0.04], [-0.01, -0.02, -0.03], [-0.03, 0.09, 0.04], [0.02, 0.01, 0.07], [-0.10, 0.13, -0.02], [-0.07, 0.00, 0.00], [0.05, -0.09, -0.03], [-0.04, 0.00, 0.01], [0.07, 0.01, -0.02], [-0.04, -0.02, -0.04], [0.08, -0.10, 0.04], [0.06, 0.07, -0.03], [0.02, 0.01, 0.05], [-0.09, -0.01, 0.00], [-0.01, -0.01, -0.01], [0.00, -0.02, 0.00], [-0.02, -0.02, 0.01], [0.00, -0.02, -0.01], [-0.01, -0.03, -0.03], [0.03, 0.01, 0.01], [-0.09, 0.02, 0.13], [-0.05, 0.01, -0.07], [0.06, 0.03, -0.02], [0.03, -0.02, 0.01], [0.00, -0.01, -0.02], [0.06, 0.00, -0.04], [0.01, -0.02, 0.00], [0.03, -0.04, 0.02], [-0.01, 0.03, 0.01], [-0.04, -0.02, -0.05], [0.01, -0.14, -0.05], [0.06, 0.06, 0.12], [0.02, 0.03, -0.02], [0.00, 0.00, 0.03], [0.03, 0.01, 0.01], [0.01, 0.03, 0.01], [-0.02, 0.04, 0.01], [0.00, -0.04, -0.15], [-0.01, 0.04, -0.07], [0.10, 0.07, 0.02], [-0.09, -0.02, 0.09], [-0.02, 0.00, 0.02], [0.00, -0.02, 0.00], [0.01, -0.02, 0.03], [-0.01, -0.03, -0.03], [-0.06, -0.03, 0.02], [0.01, 0.02, -0.08], [0.10, -0.02, 0.02], [0.02, 0.05, 0.00], [-0.07, 0.00, -0.09], [-0.01, -0.01, -0.01], [-0.02, 0.00, 0.01], [-0.03, 0.01, -0.01], [-0.02, -0.01, 0.01], [-0.03, -0.03, 0.01], [0.03, 0.01, 0.01]], "lowdin_charge": [-0.11, -0.75, 0.59, -0.81, 0.59, 0.55, -0.30, 0.30, -0.09, -0.06, -0.48, 0.13, -0.13, -0.02, -0.07, -0.08, -0.07, -0.02, 0.04, 0.09, 0.06, 0.07, 0.07, 0.00, 0.00, 0.04, 0.06, 0.11, 0.09, 0.10, 0.11, 0.10, -0.08, -0.31, -0.10, 0.07, 0.06, 0.08, 0.08, 0.10, 0.05, -0.09, -0.33, -0.10, 0.07, 0.07, 0.07, 0.10, 0.11, 0.08, -0.09, -0.32, -0.09, 0.08, 0.05, 0.06, 0.11, 0.11, 0.04, -0.09, -0.32, -0.09, 0.08, 0.06, 0.08, 0.11, 0.11, 0.08, -0.08, -0.31, -0.10, 0.04, 0.07, 0.08, 0.11, 0.10, 0.09, -0.09, -0.30, -0.10, 0.07, 0.08, 0.08, 0.11, 0.11, 0.09, -0.09, -0.31, -0.09, 0.07, 0.07, 0.07, 0.11, 0.11, 0.09, -0.09, -0.32, -0.09, 0.08, 0.08, 0.05, 0.10, 0.11, 0.08, -0.09, -0.31, -0.10, 0.06, 0.07, 0.07, 0.11, 0.11, 0.03, -0.09, -0.32, -0.09, 0.06, 0.08, 0.07, 0.10, 0.11, 0.08, -0.09, -0.32, -0.09, 0.08, 0.07, 0.07, 0.11, 0.11, 0.08]}

{"formula": "C5H8S2", "method": "ωB97M-V/def2-TZVPD", "relative_energy_kcal_mol": 109.7, "species": ["C", "C", "C", "C", "C", "S", "S", "H", "H", "H", "H", "H", "H", "H", "H"], "xyz": [[1.69532, -0.31120, -0.40957], [-1.07907, -1.82389, -0.27761], [-1.22471, -0.65418, 0.70440], [-0.58648, -0.38635, -0.63049], [0.79320, 2.06896, 0.24104], [2.44228, -1.69606, -0.66376], [2.29021, 1.10628, 0.24334], [-0.40556, -2.57147, -0.04755], [-1.92409, -2.13106, -0.72096], [-2.17377, -0.09373, 0.95450], [-0.59598, -0.75157, 1.62851], [-0.87472, 0.18610, -1.45866], [1.04694, 3.07141, 0.61567], [0.07005, 1.53884, 0.62991], [0.52636, 2.44794, -0.80877]], "atomic_forces_ev_per_a": [[-3.13, -1.40, -0.44], [1.35, 4.65, 0.82], [-0.01, 0.79, 0.58], [3.22, -2.95, 2.58], [3.61, 4.69, -4.16], [0.04, 0.06, -0.08], [0.16, 0.45, -0.04], [1.58, -1.24, 0.49], [-2.87, -1.06, -1.81], [0.79, -1.11, -0.52], [-0.35, 0.32, -1.12], [-0.60, 0.76, -0.72], [-0.27, -0.59, 1.02], [-3.78, -2.09, 2.35], [0.25, -1.28, 1.05]], "lowdin_charge": [-1.10, -0.12, -0.18, -0.11, -0.40, 0.61, 0.84, 0.05, 0.05, 0.11, 0.11, 0.07, 0.05, -0.06, 0.08]}

Q: Number 3 is which compound?
A: C5H8S2

What did the first record say?
{"formula": "C3H4FN", "method": "ωB97M-V/def2-TZVPD", "smiles": "C=CF.C#N", "relative_energy_kcal_mol": 30.4, "species": ["C", "C", "F", "H", "H", "H", "C", "N", "H"], "xyz": [[-1.02564, 0.55678, 0.20126], [-0.99863, -0.21466, 1.31237], [-1.63444, -1.34499, 1.13185], [-0.34682, 1.43352, -0.01451], [-1.67184, 0.16066, -0.53825], [-0.46538, -0.13967, 2.23784], [2.01367, -0.16927, -1.42132], [2.24534, 0.70522, -2.09867], [1.88373, -0.98760, -0.81056]], "atomic_forces_ev_per_a": [[1.90, 0.73, 1.97], [0.80, 2.15, -2.92], [-1.26, -2.03, 0.99], [-1.25, -0.99, 0.60], [-0.31, -0.02, -0.96], [0.14, 0.16, 0.32], [0.10, -0.27, 0.16], [0.25, 1.52, -1.13], [-0.37, -1.25, 0.97]], "lowdin_charge": [0.01, -0.24, 0.01, 0.08, 0.05, 0.10, -0.09, 0.06, 0.03]}